No. 1
Density functional theory data (ωB97M-V/def2-TZVPD) for C52H54Br2O28S as an isolated structure.

```
137
Properties=species:S:1:pos:R:3:lowdin_charge:R:1
Br 2.00 0.86 -1.68 0.70
Br -5.20 -0.37 -4.56 0.88
S -3.96 3.17 -4.24 0.56
O 4.25 0.02 0.22 0.01
O 3.59 11.36 4.72 0.11
O -2.05 -2.17 -8.84 0.11
O -3.57 4.36 -3.57 -0.22
O -2.80 2.11 -4.12 -0.17
O -6.47 -4.36 -4.23 0.12
O 6.66 0.39 -0.75 0.11
O 2.43 11.01 2.40 0.12
O -5.14 -8.51 -0.93 0.12
O -4.43 3.26 -5.56 -0.22
O -2.68 -0.07 -7.39 0.09
O 4.16 -0.42 6.06 0.11
O 5.56 1.42 8.46 0.09
O -6.57 -8.91 -3.08 0.11
O 7.55 -4.22 -0.78 0.12
O 7.24 -0.15 7.17 0.12
O -6.05 1.23 -10.40 0.12
O -5.02 2.39 -3.33 -0.19
O -5.47 -0.91 -11.80 0.11
O 5.13 -4.59 0.13 0.11
O 7.53 0.46 12.60 0.12
O 3.53 6.78 5.70 0.12
O 3.03 3.84 2.80 0.11
O 9.26 -1.03 11.32 0.11
O 4.22 4.18 5.17 0.10
O -4.98 -3.97 -2.12 0.07
O 3.05 -0.76 3.71 0.10
O 2.41 6.41 3.28 0.09
C 3.61 9.08 5.32 0.07
C 2.98 1.53 3.14 0.07
C 3.92 0.67 5.33 -0.23
C -6.25 -7.75 -2.90 -0.31
C 4.99 -1.06 0.00 -0.24
C -4.52 -2.43 0.45 -0.20
C -4.98 -6.21 -1.40 0.08
C -0.96 -2.63 1.44 -0.25
C -5.33 -5.12 -2.29 -0.29
C 3.95 3.03 4.87 -0.28
C -4.20 1.71 -2.35 -0.32
C 4.56 -2.31 0.24 0.08
C 7.24 -1.90 -0.82 0.07
C 6.45 1.02 10.60 0.08
C -4.79 -0.75 -10.81 -0.31
C -4.97 -0.48 -1.11 -0.18
C -3.34 -0.20 -4.00 -0.57
C 2.67 9.93 3.13 -0.24
C 2.36 8.68 2.73 0.08
C -1.19 -1.17 1.80 -0.10
C -4.39 0.70 -8.82 0.08
C 3.33 10.20 4.45 -0.32
C -6.61 -6.66 -3.78 0.08
C 3.28 0.40 4.00 -0.31
C -6.19 -5.42 -3.49 -0.23
C -3.34 -0.21 -8.41 -0.30
C 3.28 2.77 3.54 -0.22
C 8.34 -0.67 9.17 0.08
C -2.08 -3.31 0.66 -0.21
C 0.59 1.65 -2.79 -0.55
C -4.92 1.06 -1.18 -0.08
C -2.80 -1.55 -3.49 -0.25
C 3.30 7.83 4.94 -0.22
C 7.40 0.38 11.29 -0.24
C -4.10 -1.04 0.02 -0.21
C -3.72 -1.65 -10.40 0.08
C 8.42 -0.50 10.61 -0.31
C -1.82 0.98 -2.26 -0.09
C -5.07 0.45 -9.95 -0.23
C -3.08 1.03 -3.10 -0.37
C -0.53 0.64 -3.02 -0.26
C -5.41 -7.45 -1.68 -0.23
C 6.38 0.86 9.16 -0.29
C -3.04 -1.40 -9.28 -0.23
C -3.50 -3.22 1.28 -0.19
C -1.65 -2.13 -4.33 -0.07
C 6.81 -3.15 -0.58 -0.24
C 7.38 -0.04 8.49 -0.23
C 2.66 7.56 3.59 -0.28
C 6.36 -0.78 -0.56 -0.31
C 5.43 -3.43 -0.04 -0.31
C 4.24 1.90 5.74 0.08
H 6.46 0.39 6.93 0.10
H 2.50 1.32 2.19 0.13
H 9.07 -1.32 8.70 0.14
H -1.41 -1.52 -5.20 0.06
H -0.05 -2.68 0.83 0.10
H -0.74 -2.23 -3.75 0.07
H -3.88 -4.24 1.34 0.09
H -0.72 0.55 -4.09 0.11
H -3.68 2.55 -1.88 0.14
H -5.57 -9.27 -1.37 0.12
H 7.00 -4.99 -0.53 0.12
H 3.84 -1.17 5.52 0.12
H -1.91 -3.12 -4.70 0.07
H -2.82 0.00 -4.92 0.06
H -1.96 0.35 -1.39 0.11
H 1.09 1.87 -3.73 0.05
H -1.83 -4.37 0.56 0.10
H -0.76 -3.20 2.35 0.11
H -6.37 0.82 -11.22 0.12
H -5.39 -2.30 1.10 0.12
H -3.46 -2.82 2.29 0.11
H 2.76 11.76 2.92 0.12
H 1.89 8.48 1.78 0.14
H -0.41 -0.80 2.47 0.07
H 8.31 -0.09 12.83 0.12
H -2.13 -2.93 -0.36 0.09
H -1.72 2.00 -1.89 0.13
H -4.59 1.56 -8.19 0.14
H 3.34 4.63 3.29 0.09
H -4.74 -0.97 -2.05 0.04
H -4.38 -5.99 -0.53 0.13
H 4.70 2.10 6.69 0.10
H -3.62 -2.26 -3.52 0.06
H -6.05 -3.60 -3.78 0.10
H 5.71 1.65 11.08 0.14
H -4.17 -0.38 0.88 0.11
H -0.20 -0.34 -2.71 0.07
H -4.49 1.46 -0.27 0.12
H 8.23 -1.69 -1.20 0.14
H 0.26 2.56 -2.31 0.06
H 4.07 9.29 6.28 0.14
H -2.17 -1.00 2.25 0.06
H -1.13 -0.55 0.90 0.06
H -3.06 -1.02 -0.30 0.07
H -3.52 -2.51 -11.03 0.14
H 3.24 5.98 5.22 0.08
H 3.57 -2.51 0.63 0.14
H -4.85 -3.04 -0.40 0.07
H 4.80 0.79 -0.04 0.11
H -7.22 -6.88 -4.64 0.14
H -5.95 1.43 -1.21 0.13
H -2.52 -1.49 -2.44 0.09
H -5.99 -0.76 -0.86 0.12
H -1.74 -1.76 -8.01 0.11
```


No. 2
15
Properties=species:S:1:pos:R:3:lowdin_charge:R:1 method="wB97M-V/def2-TZVPD"
N 0.67 0.61 -0.51 -0.11
N 1.23 1.55 -1.44 0.03
N 0.76 1.32 -2.54 -0.01
C 0.13 0.09 -2.54 -0.14
C -0.16 -0.30 -1.27 -0.03
C -0.24 0.47 1.77 -0.08
C 0.49 1.17 0.76 -0.09
C -0.63 -1.09 1.72 -0.14
H 0.25 -1.75 1.47 0.06
H 1.21 1.98 0.89 0.11
H -1.31 -1.70 0.77 0.10
H -0.58 -1.38 -0.94 0.13
H -0.19 -0.31 -3.43 0.07
H -1.33 -1.54 2.56 0.08
H -0.30 0.89 2.71 0.03


No. 3
13
Properties=species:S:1:pos:R:3:lowdin_charge:R:1 method="wB97M-V/def2-TZVPD"
O 0.91 -0.42 0.02 -0.09
N 2.16 0.34 -0.33 0.02
N -1.26 -0.50 -0.21 -0.06
N -0.20 1.49 0.13 0.09
N -2.69 -0.04 0.01 -0.08
C -0.28 0.25 -0.18 -0.70
C 3.18 -0.22 0.07 -0.06
H -0.98 2.30 -0.12 0.11
H -1.45 -1.67 -0.35 0.24
H 4.04 0.46 -0.15 0.09
H -3.67 -0.19 -0.66 0.15
H -2.96 -0.57 1.12 0.17
H 3.21 -1.23 0.66 0.12


No. 4
20
Properties=species:S:1:pos:R:3:lowdin_charge:R:1 method="wB97M-V/def2-TZVPD" total_charge=+3
Zr -2.96 -1.18 0.84 1.88
F 2.08 -2.63 -0.32 0.08
O 1.10 2.01 2.51 0.18
O 2.26 -0.35 -0.43 0.14
N 0.34 -0.18 2.36 0.15
C 0.26 -1.26 -1.68 -0.02
C -1.06 0.72 -0.41 -0.20
C -0.33 0.22 -1.78 0.30
C 1.61 -1.36 -0.78 -0.27
C -0.09 1.72 0.41 -0.03
C 0.46 1.18 1.81 -0.34
H -0.54 -1.97 -1.25 0.15
H -1.96 1.36 -0.78 0.16
H 1.25 -0.66 2.47 0.15
H 0.77 2.02 -0.31 0.18
H 0.55 -1.59 -2.75 0.18
H -1.17 0.17 -2.58 0.19
H -0.68 2.70 0.59 0.17
H -1.52 -0.15 0.20 -0.07
H -0.36 -0.76 1.87 0.01


No. 5
172
Properties=species:S:1:pos:R:3:lowdin_charge:R:1 method="wB97M-V/def2-TZVPD" total_charge=+4
P -4.05 2.54 2.97 0.22
P 0.06 0.14 0.15 0.32
F 1.31 0.61 1.13 -0.19
F 0.26 1.56 -0.72 -0.19
F -3.14 3.37 1.88 -0.19
F -5.11 1.79 3.93 -0.15
F 0.00 -1.19 1.11 -0.18
F 1.14 -0.68 -0.82 -0.18
F -0.83 1.08 1.12 -0.18
F -4.77 3.91 3.35 -0.13
F -3.33 1.11 2.58 -0.20
F -2.99 2.71 4.26 -0.19
F -1.32 -0.38 -0.58 -0.16
F -5.09 2.22 1.75 -0.18
N -4.07 -4.07 1.21 -0.05
N 2.59 4.86 2.18 -0.06
N -4.30 -1.86 0.86 -0.09
N -3.16 3.08 -2.37 -0.20
N -0.67 -4.29 -3.15 -0.21
N 4.94 -0.25 -2.85 -0.22
N 0.49 0.13 5.03 -0.20
N 0.38 4.90 2.67 -0.05
C -1.26 1.44 6.51 -0.18
C 4.27 -0.07 -4.26 -0.06
C 5.64 -3.76 -1.05 -0.05
C 4.50 5.06 3.68 -0.05
C 1.95 3.78 1.50 0.03
C 3.95 5.09 2.23 -0.19
C -3.60 -6.46 0.75 -0.05
C 2.62 -0.69 3.58 -0.22
C -0.87 0.70 7.75 -0.18
C 4.94 -1.80 -2.53 -0.11
C 6.54 1.64 -3.60 -0.13
C 0.61 3.85 1.83 -0.04
C 0.17 -3.37 -4.11 -0.06
C -4.87 -3.08 0.68 0.05
C -0.42 -0.66 4.06 0.04
C -1.01 -4.56 -6.07 -0.18
C 0.15 -4.72 -1.85 -0.10
C 1.58 5.46 2.95 0.05
C -4.02 5.06 -0.86 -0.13
C 4.16 0.48 -1.75 0.03
C 5.55 -2.23 -1.23 -0.24
C 1.33 -3.98 0.37 -0.05
C 1.88 0.50 4.28 -0.07
C -4.07 -0.65 -3.40 -0.06
C 4.39 1.38 -4.85 -0.18
C -1.69 5.11 -1.78 -0.15
C -0.21 1.48 5.37 -0.10
C 0.85 -0.64 6.38 -0.06
C -1.19 -5.65 -3.78 -0.07
C -4.85 -0.65 0.51 -0.03
C -2.90 -3.41 1.68 0.02
C -4.07 3.52 -1.24 -0.09
C -4.43 -5.40 1.50 -0.20
C -3.13 1.52 -2.54 -0.15
C -0.53 -3.21 -5.46 -0.15
C 3.94 -0.35 2.86 -0.09
C -0.39 -0.72 7.34 -0.15
C -1.92 -3.61 -2.67 -0.02
C -4.30 0.93 -3.25 -0.21
C -0.97 5.16 3.24 0.03
C -1.68 3.58 -2.17 -0.05
C 6.37 0.28 -2.84 -0.09
C -2.61 5.42 -0.62 -0.23
C -3.68 3.66 -3.77 0.05
C 0.62 -3.59 -0.98 -0.24
C -3.00 -2.09 1.37 0.02
C -1.84 -5.47 -5.19 -0.12
C 5.84 1.76 -4.94 -0.21
H 1.55 1.24 3.55 0.10
H -5.58 -0.87 -0.28 0.11
H 4.79 0.38 -0.87 0.09
H 3.96 1.52 -5.85 0.13
H -4.92 -1.00 -3.99 0.08
H -1.99 -6.44 -5.67 0.14
H -0.64 1.89 4.46 0.10
H -0.13 -4.98 -6.56 0.12
H -3.07 1.16 -1.52 0.11
H 0.15 -2.40 -3.61 0.12
H 4.38 4.36 1.55 0.13
H 1.03 -5.25 -2.21 0.13
H -4.74 3.45 -3.83 0.10
H 0.62 2.17 5.57 0.12
H -2.42 6.46 -0.36 0.13
H 4.61 0.14 3.56 0.07
H 4.11 1.54 -1.99 0.10
H 3.23 -0.41 -4.28 0.12
H -4.61 5.24 0.04 0.14
H 0.68 -4.48 1.09 0.07
H 3.88 0.48 2.15 0.05
H 6.21 1.27 -5.84 0.13
H -2.75 -4.91 -4.99 0.11
H 3.87 -2.00 -2.52 0.12
H -1.20 3.38 -3.13 0.12
H -5.86 -3.23 0.28 0.17
H 4.21 6.02 1.72 0.14
H -3.78 2.95 -0.35 0.10
H -3.99 -1.19 -2.45 0.05
H 4.57 -1.11 2.40 0.07
H -1.46 4.30 3.70 0.07
H 1.82 6.25 3.64 0.17
H 0.00 -1.31 8.17 0.12
H -3.75 4.75 -3.76 0.10
H 0.14 -2.66 -6.12 0.13
H -1.41 2.46 6.86 0.13
H -2.21 1.08 6.11 0.12
H -0.69 5.42 -1.48 0.12
H -1.20 -1.28 6.87 0.11
H 2.29 -4.46 0.16 0.07
H -1.74 0.61 8.40 0.13
H -0.62 0.04 3.25 0.08
H -2.33 -1.25 1.49 0.10
H 6.35 2.54 -3.00 0.12
H 7.05 -0.40 -3.36 0.14
H -0.20 3.19 1.58 0.11
H -1.93 5.70 -2.66 0.11
H -2.62 -6.42 1.22 0.07
H 4.23 5.87 4.35 0.08
H -2.13 -4.01 2.13 0.13
H 1.32 -2.90 -1.44 0.09
H -5.37 -0.36 1.42 0.12
H 5.92 2.78 -5.32 0.13
H 3.15 0.10 -1.59 0.08
H 6.18 -4.17 -0.19 0.09
H -1.94 -5.96 -3.06 0.11
H 4.83 -0.71 -4.94 0.13
H 1.18 -1.65 6.13 0.12
H 6.12 -4.11 -1.97 0.08
H -5.46 -5.61 1.20 0.13
H -1.72 5.50 2.53 0.09
H -4.56 -5.63 2.56 0.15
H 2.45 3.05 0.88 0.12
H 5.13 -1.76 -0.34 0.10
H -1.68 -2.66 -2.20 0.09
H -3.07 3.28 -4.60 0.11
H 1.12 -3.90 -4.11 0.14
H 4.66 -4.24 -1.00 0.06
H 2.04 -1.10 2.75 0.07
H -1.60 -4.26 -6.94 0.12
H -1.25 -0.80 4.75 0.10
H -4.50 1.39 -4.22 0.11
H 1.63 -3.13 0.99 0.05
H -0.94 5.95 3.98 0.11
H -3.26 -0.86 -4.09 0.06
H -1.43 -2.62 -5.27 0.10
H -0.47 -5.43 -1.30 0.13
H 2.51 0.98 5.02 0.12
H -4.42 5.66 -1.67 0.12
H -5.16 1.05 -2.60 0.11
H -0.08 1.25 8.26 0.12
H 5.47 -2.27 -3.36 0.14
H -5.11 3.32 -1.46 0.14
H -2.20 4.83 0.21 0.09
H -0.40 -6.39 -3.67 0.13
H 2.69 -1.51 4.29 0.11
H -1.30 2.88 -1.43 0.10
H -2.29 1.35 -3.21 0.13
H 6.48 -1.66 -1.18 0.10
H 5.58 5.22 3.64 0.08
H 4.43 4.13 4.25 0.08
H -0.28 -3.06 -0.69 0.07
H 0.11 -1.58 3.82 0.10
H 7.59 1.71 -3.85 0.13
H -3.58 -6.35 -0.34 0.07
H -2.53 -3.39 -3.55 0.09
H 3.78 2.09 -4.30 0.11
H -3.93 -7.48 0.93 0.09
H -2.56 -4.23 -2.04 0.10
H 1.64 -0.15 6.95 0.13
H 6.75 0.16 -1.82 0.12
H -4.12 0.10 0.21 0.09


No. 6
28
Properties=species:S:1:pos:R:3:lowdin_charge:R:1 method="wB97M-V/def2-TZVPD" smiles=CPc1c(C)c(O)c(C)c(C)c1O
P -2.98 -0.39 0.59 0.86
O -0.65 -2.75 0.42 -0.01
O 1.26 2.50 0.94 0.01
C 1.97 -2.39 -0.51 -0.04
C 1.21 -1.20 0.08 -0.17
C 3.14 0.33 0.05 -0.05
C 1.67 0.17 0.24 -0.15
C -3.25 -0.98 -1.14 -0.39
C -0.13 -1.55 0.36 -0.17
C -1.34 2.47 0.59 -0.08
C 0.81 1.22 0.56 -0.24
C -0.59 1.16 0.58 -0.29
C -1.27 -0.05 0.56 -0.30
H 3.86 1.15 0.45 0.12
H -3.25 -0.11 -1.90 0.05
H 2.82 -2.58 0.03 0.04
H -2.69 -1.72 -1.70 0.02
H -1.39 3.03 1.61 0.11
H -2.41 2.20 0.32 0.05
H 1.31 -3.21 -0.38 0.06
H -1.54 -2.85 0.96 0.14
H -0.92 3.28 -0.11 0.10
H -4.31 -1.39 -1.38 0.05
H -2.87 -1.82 1.12 -0.04
H 3.33 0.48 -0.99 0.08
H 2.19 -2.37 -1.58 0.10
H 2.22 2.56 0.78 0.09
H 3.65 -0.60 0.22 0.06


Number 1: E -9666.78804 Ha, F_max 1.79 eV Å⁻¹, Kohn-Sham gap 7.90 eV. Number 2: E -358.82319 Ha, F_max 5.39 eV Å⁻¹, Kohn-Sham gap 9.05 eV. Number 3: E -373.79933 Ha, F_max 15.27 eV Å⁻¹, Kohn-Sham gap 8.85 eV. Number 4: E -584.44461 Ha, F_max 8.62 eV Å⁻¹, Kohn-Sham gap 4.12 eV. Number 5: E -4208.37350 Ha, F_max 6.91 eV Å⁻¹, Kohn-Sham gap 10.35 eV. Number 6: E -881.72852 Ha, F_max 6.82 eV Å⁻¹, Kohn-Sham gap 7.81 eV.